A cluster of 2 separate species, C36H54FN4O3PS2 in total, computed with ωB97M-V with the def2-TZVPD basis set.

Each atom is followed by the atoms it is bonded to, with distances in Å.
Cartesian coordinates (Å):
1 C 2.528 -1.978 3.223  C2 1.600, H39 1.124, H40 1.124, H41 1.122
2 C 4.050 -2.328 2.875  C1 1.600, C3 1.583, H42 1.123, H43 1.130
3 C 4.601 -1.335 1.772  C2 1.583, C4 1.600, H44 1.125, H45 1.120
4 C 5.014 -2.071 0.413  C3 1.600, N5 1.500, H46 1.125, H47 1.122
5 N 4.527 -1.335 -0.799  C4 1.500, C6 1.486, C33 1.429
6 C 5.657 -0.872 -1.644  N5 1.486, C7 1.573, H48 1.126, H49 1.134
7 C 6.576 0.199 -0.949  C6 1.573, C8 1.576, H50 1.132, H51 1.130
8 C 5.827 1.523 -0.536  C7 1.576, C9 1.587, H52 1.120, H53 1.129
9 C 5.118 2.221 -1.773  C8 1.587, C10 1.581, H54 1.131, H55 1.123
10 C 3.625 2.578 -1.394  C9 1.581, C11 1.487, N32 1.358
11 C 3.237 4.011 -1.452  C10 1.487, N12 1.356, H56 1.118
12 N 1.974 4.429 -1.187  C11 1.356, C13 1.389
13 C 1.106 3.396 -0.858  N12 1.389, C14 1.515, C31 1.469
14 C -0.337 3.776 -0.596  C13 1.515, C15 1.572, C19 1.473
15 C -0.716 5.300 -0.677  C14 1.572, O16 1.453, H57 1.118, H58 1.128
16 O 0.097 6.114 0.210  C15 1.453, C17 1.437
17 C -0.019 5.649 1.564  O16 1.437, C18 1.597, H59 1.131, H60 1.122
18 C 1.352 4.976 2.031  C17 1.597, H61 1.130, H62 1.121, H63 1.129
19 C -1.307 2.713 -0.283  C14 1.473, P20 1.862, C25 1.530
20 P -3.070 3.259 -0.035  C19 1.862, C21 1.878, C23 1.881
21 C -4.075 3.186 -1.620  P20 1.878, C22 1.599, H64 1.119, H65 1.132
22 C -3.896 1.783 -2.367  C21 1.599, H66 1.133, H67 1.128, H68 1.119
23 C -3.914 2.393 1.405  P20 1.881, C24 1.598, H69 1.128, H70 1.131
24 C -5.113 1.419 0.993  C23 1.598, H71 1.133, H72 1.119, H73 1.123
25 C -0.856 1.255 -0.178  C19 1.530, C26 1.572, C30 1.439
26 C -1.899 0.140 0.197  C25 1.572, C27 1.568, H74 1.130, H75 1.119
27 C -1.330 -1.319 0.118  C26 1.568, C28 1.593, F29 1.431, H76 1.130
28 C -2.517 -2.288 0.553  C27 1.593, H77 1.129, H78 1.119, H79 1.131
29 F -0.295 -1.563 1.076  C27 1.431
30 C 0.529 0.962 -0.435  C25 1.439, C31 1.508, H80 1.123
31 C 1.561 2.000 -0.795  C13 1.469, C30 1.508, N32 1.387
32 N 2.838 1.526 -1.051  C10 1.358, C31 1.387
33 C 3.602 -2.157 -1.514  N5 1.429, S34 1.669, S35 1.832
34 S 2.149 -2.535 -0.785  C33 1.669
35 S 3.895 -2.868 -3.176  C33 1.832, C36 1.844
36 C 3.117 -1.802 -4.464  S35 1.844, C37 1.582, H81 1.122, H82 1.131
37 C 1.932 -0.886 -3.954  C36 1.582, C38 1.601, H83 1.120, H84 1.132
38 C 0.502 -1.559 -4.213  C37 1.601, H85 1.119, H86 1.131, H87 1.128
39 H 2.021 -1.704 2.258  C1 1.124
40 H 1.999 -2.853 3.690  C1 1.124
41 H 2.451 -1.128 3.952  C1 1.122
42 H 4.069 -3.410 2.574  C2 1.123
43 H 4.612 -2.195 3.845  C2 1.130
44 H 5.532 -0.855 2.182  C3 1.125
45 H 3.837 -0.532 1.612  C3 1.120
46 H 6.133 -2.190 0.405  C4 1.125
47 H 4.581 -3.104 0.482  C4 1.122
48 H 5.299 -0.525 -2.654  C6 1.126
49 H 6.311 -1.773 -1.855  C6 1.134
50 H 7.006 -0.257 -0.007  C7 1.132
51 H 7.452 0.399 -1.635  C7 1.130
52 H 5.087 1.310 0.277  C8 1.120
53 H 6.606 2.237 -0.142  C8 1.129
54 H 5.641 3.185 -2.048  C9 1.131
55 H 5.137 1.572 -2.690  C9 1.123
56 H 3.996 4.780 -1.741  C11 1.118
57 H -1.778 5.513 -0.401  C15 1.118
58 H -0.465 5.628 -1.726  C15 1.128
59 H -0.139 6.560 2.223  C17 1.131
60 H -0.912 4.997 1.754  C17 1.122
61 H 2.133 5.396 1.331  C18 1.130
62 H 1.348 3.859 1.936  C18 1.121
63 H 1.657 5.326 3.059  C18 1.129
64 H -5.143 3.491 -1.486  C21 1.119
65 H -3.613 3.952 -2.313  C21 1.132
66 H -3.968 2.010 -3.474  C22 1.133
67 H -2.844 1.402 -2.219  C22 1.128
68 H -4.679 1.050 -2.048  C22 1.119
69 H -3.187 1.901 2.114  C23 1.128
70 H -4.400 3.211 2.016  C23 1.131
71 H -5.832 1.446 1.868  C24 1.133
72 H -4.801 0.350 0.881  C24 1.119
73 H -5.702 1.800 0.117  C24 1.123
74 H -2.144 0.320 1.286  C26 1.130
75 H -2.800 0.180 -0.465  C26 1.119
76 H -0.976 -1.594 -0.919  C27 1.130
77 H -2.072 -3.269 0.894  C28 1.129
78 H -3.289 -2.414 -0.248  C28 1.119
79 H -2.968 -1.802 1.469  C28 1.131
80 H 0.857 -0.112 -0.389  C30 1.123
81 H 3.838 -1.161 -5.037  C36 1.122
82 H 2.669 -2.511 -5.224  C36 1.131
83 H 2.047 -0.508 -2.906  C37 1.120
84 H 1.940 0.033 -4.615  C37 1.132
85 H 0.577 -2.643 -4.478  C38 1.119
86 H 0.035 -1.049 -5.108  C38 1.131
87 H -0.205 -1.361 -3.357  C38 1.128
88 O -5.114 -2.231 2.720  N89 1.219
89 N -5.851 -2.884 2.002  O88 1.219, O90 1.219, C91 1.466
90 O -6.351 -2.472 0.970  N89 1.219
91 C -6.161 -4.258 2.411  N89 1.466, C92 1.389, C96 1.388
92 C -5.640 -4.750 3.600  C91 1.389, C93 1.388, H97 1.083
93 C -5.955 -6.043 3.996  C92 1.388, C94 1.390, H98 1.083
94 C -6.780 -6.832 3.203  C93 1.390, C95 1.390, H99 1.084
95 C -7.289 -6.333 2.010  C94 1.390, C96 1.388, H100 1.083
96 C -6.981 -5.041 1.609  C91 1.388, C95 1.388, H101 1.083
97 H -4.997 -4.144 4.225  C92 1.083
98 H -5.559 -6.436 4.925  C93 1.083
99 H -7.029 -7.839 3.517  C94 1.084
100 H -7.930 -6.952 1.393  C95 1.083
101 H -7.384 -4.661 0.679  C96 1.083

* Kohn-Sham gap: 6.52 eV
* total charge: 0
* structure (SMILES): CCCCN(CCCCc1cnc2c(COCC)c(P(CC)CC)c(C[C@H](C)F)cc2n1)C(=S)SCCC.O=[N+]([O-])c1ccccc1

Results of the Löwdin charge analysis, in e, for atoms 1 through 2: C -0.12; C -0.24